{"formula": "C4H7FN2", "method": "ωB97M-V/def2-TZVPD", "symbols": ["F", "C", "C", "C", "N", "C", "N", "H", "H", "H", "H", "H", "H", "H"], "positions_angstrom": [[-1.30, -1.63, 0.44], [-0.06, -0.98, 0.65], [-0.38, 0.46, 1.30], [-0.37, 1.50, 0.14], [-0.04, 1.31, -1.06], [0.51, 0.08, -1.48], [0.76, -0.91, -0.47], [0.36, -1.65, 1.54], [0.45, 0.59, 2.00], [-1.35, 0.42, 1.66], [-0.62, 2.53, 0.36], [-0.20, -0.46, -2.21], [1.33, 0.51, -1.99], [0.91, -1.78, -0.88]], "lowdin_charge": [-0.06, -0.35, -0.05, -0.14, 0.03, -0.27, 0.02, 0.17, 0.11, 0.08, 0.10, 0.15, 0.10, 0.10], "smiles": "F[C@@H]1CC=NCN1", "gap_ev": 10.489, "e_above_lowest_kcal_mol": 20.4, "total_energy_ha": -365.945931}